No. 1
Density functional theory data (ωB97M-V/def2-TZVPD) for C40H36N5O2ReS4Si as an isolated structure.

Last column: Mulliken charge in e.
Atoms and positions in Å:
Re: -0.54 -0.30 1.08  0.58
N: -4.70 0.17 -0.23  -0.33
C: -3.45 -0.19 0.07  0.49
S: -2.59 0.85 1.20  -0.61
N: -2.99 -1.29 -0.47  -1.43
N: -1.69 -1.53 -0.19  1.49
C: -1.15 -2.65 -0.58  -0.02
C: -1.89 -3.71 -1.30  0.16
C: -2.59 -3.44 -2.48  -0.13
C: -3.25 -4.46 -3.14  -0.83
C: -3.25 -5.75 -2.62  -0.58
C: -2.57 -6.02 -1.44  -0.92
C: -1.89 -5.01 -0.79  -0.23
C: 0.27 -2.82 -0.22  0.25
C: 1.03 -3.89 -0.66  -0.53
C: 2.35 -4.00 -0.24  -1.15
C: 2.88 -3.04 0.61  -0.84
C: 2.08 -1.98 0.98  -0.69
N: 0.81 -1.87 0.57  0.78
H: -5.10 1.01 0.14  0.25
H: -5.22 -0.37 -0.90  0.25
H: -2.61 -2.43 -2.87  0.36
H: -3.79 -4.24 -4.05  0.46
H: -3.78 -6.54 -3.14  0.42
H: -2.57 -7.02 -1.03  0.44
H: -1.36 -5.23 0.14  0.47
H: 0.60 -4.62 -1.33  0.76
H: 2.96 -4.83 -0.58  0.48
H: 3.90 -3.09 0.96  0.59
H: 2.45 -1.18 1.62  0.37
O: 5.13 1.86 2.18  -0.66
S: 3.97 2.68 2.06  1.05
O: 3.95 3.77 1.14  -0.56
N: 2.66 1.64 1.77  0.02
C: 1.88 1.64 2.78  0.85
S: 0.59 0.48 2.99  -0.66
C: 2.21 2.55 3.91  0.31
C: 1.51 2.80 5.08  -0.68
C: 2.04 3.73 5.96  -0.72
C: 3.23 4.39 5.68  -0.51
C: 3.93 4.13 4.51  -0.71
C: 3.40 3.20 3.65  -0.01
H: 0.58 2.29 5.29  0.48
H: 1.51 3.95 6.88  0.42
H: 3.62 5.12 6.39  0.42
H: 4.86 4.64 4.29  0.48
C: -2.95 -2.88 2.43  -0.66
S: -1.57 -1.90 3.06  0.28
C: -0.36 -3.20 3.34  -0.61
H: -2.73 -3.31 1.46  0.03
H: -3.81 -2.22 2.36  0.31
H: -3.16 -3.67 3.15  0.50
H: -0.69 -3.83 4.16  0.49
H: 0.58 -2.71 3.62  0.22
H: -0.21 -3.80 2.44  0.04
C: 3.72 0.15 -3.63  -0.65
C: 3.74 -0.19 -2.29  -1.11
C: 2.64 0.07 -1.49  0.01
C: 1.49 0.67 -2.00  0.21
C: 1.49 1.03 -3.36  -0.12
C: 2.60 0.77 -4.16  -0.78
Si: 0.02 1.17 -0.94  0.45
C: 0.30 2.93 -0.36  1.34
C: -0.64 3.68 0.35  -0.35
C: -0.45 5.03 0.60  -0.84
C: 0.70 5.67 0.14  -0.73
C: 1.65 4.94 -0.55  -0.65
C: 1.46 3.59 -0.79  -0.48
C: -1.46 1.16 -2.12  0.89
C: -2.30 2.26 -2.27  -0.70
C: -3.33 2.27 -3.20  -0.65
C: -3.53 1.16 -4.02  -0.96
C: -2.69 0.06 -3.90  -0.67
C: -1.67 0.07 -2.96  -0.57
H: 4.58 -0.04 -4.26  0.40
H: 4.62 -0.65 -1.86  0.47
H: 2.70 -0.15 -0.43  0.59
H: 0.63 1.51 -3.79  0.45
H: 2.58 1.06 -5.20  0.44
H: -1.56 3.22 0.70  0.31
H: -1.20 5.59 1.15  0.46
H: 0.85 6.72 0.34  0.39
H: 2.56 5.42 -0.89  0.44
H: 2.23 3.04 -1.32  0.31
H: -2.15 3.14 -1.65  0.29
H: -3.97 3.14 -3.30  0.44
H: -4.32 1.17 -4.75  0.40
H: -2.82 -0.79 -4.56  0.52
H: -0.99 -0.78 -2.92  1.02

Calculated values
Gap between HOMO and LUMO (alpha / beta)   6.82 / 6.03 eV
Highest occupied orbital energy (alpha / beta)   -0.3936 / -0.3870 hartree
Lowest unoccupied orbital energy (alpha / beta)   -3.9 / -4.5 eV
Net charge   +1
Multiplicity   4

No. 2
Density functional theory data (ωB97M-V/def2-TZVPD) for a 4-piece molecular cluster, C26H40BrF24O7P3Si overall at a distorted geometry.

Last column: Mulliken charge in e.
Atoms and positions in Å:
C: 9.14 1.41 -1.06  -0.97
C: 8.40 2.90 -1.20  -0.41
C: 7.07 2.97 -0.20  -0.45
C: 6.96 4.38 0.64  -0.54
C: 5.59 5.22 0.26  -0.72
C: 4.24 4.63 0.97  -0.37
C: 2.99 5.58 0.46  -0.52
C: 1.58 4.99 1.07  -0.63
C: 0.38 4.94 -0.08  -0.29
C: 0.49 3.65 -1.10  0.06
C: -0.34 3.87 -2.49  -0.75
Si: -2.23 3.36 -2.36  0.27
P: -2.56 1.43 -1.38  0.02
P: -2.53 1.56 0.80  0.74
O: -1.43 2.54 1.39  -0.52
O: -4.13 1.84 1.51  -0.47
O: -2.07 -0.06 1.38  -0.31
P: -3.51 5.00 -1.59  0.22
O: -5.17 4.58 -2.06  -0.49
Br: -3.56 5.05 0.68  -0.16
H: 9.69 1.40 0.00  0.26
H: 9.95 1.26 -1.89  0.30
H: 8.36 0.53 -1.05  0.26
H: 9.17 3.76 -0.93  0.25
H: 8.11 3.05 -2.33  0.27
H: 6.12 2.80 -0.87  0.25
H: 7.23 2.10 0.60  0.25
H: 7.06 4.12 1.79  0.28
H: 7.88 5.07 0.34  0.31
H: 5.48 5.16 -0.92  0.22
H: 5.75 6.38 0.50  0.34
H: 4.25 4.70 2.16  0.24
H: 4.05 3.49 0.73  0.23
H: 2.98 5.58 -0.71  0.27
H: 3.22 6.69 0.84  0.27
H: 1.69 3.95 1.60  0.27
H: 1.22 5.75 1.91  0.34
H: 0.39 5.94 -0.73  0.32
H: -0.63 4.89 0.52  -0.06
H: 1.64 3.58 -1.41  0.23
H: 0.23 2.62 -0.62  -0.06
H: -0.30 4.95 -2.93  0.33
H: 0.13 3.12 -3.28  0.30
H: -2.65 3.18 -3.77  -0.15
H: -3.93 1.05 -1.74  0.08
H: -4.54 0.97 1.80  0.28
H: -2.64 -0.68 0.80  0.19
H: -5.23 3.58 -2.14  0.30
F: 3.21 -3.42 1.92  -0.23
C: 2.70 -2.24 1.49  0.13
F: 3.66 -1.31 1.72  -0.28
C: 1.41 -1.87 2.20  0.87
F: 1.61 -1.69 3.53  -0.30
F: 0.99 -0.66 1.72  -0.26
C: 0.25 -2.86 2.00  -0.49
O: 0.05 -3.81 3.05  -0.41
C: 0.84 -4.99 2.97  0.79
F: 1.48 -5.02 1.78  -0.28
F: -0.04 -6.03 2.94  -0.30
C: 1.79 -5.15 4.16  0.18
F: 2.66 -4.11 4.25  -0.21
F: 2.54 -6.28 4.04  -0.27
H: 2.55 -2.31 0.41  0.22
H: -0.67 -2.26 1.99  0.22
H: 0.27 -3.34 1.01  0.38
H: 1.23 -5.21 5.10  0.24
F: -0.34 -1.05 -4.05  -0.26
C: -0.59 -1.41 -2.77  0.72
F: 0.46 -0.95 -2.04  -0.21
C: -0.72 -2.92 -2.62  0.81
F: 0.43 -3.56 -2.94  -0.33
F: -0.93 -3.20 -1.29  -0.20
C: -1.88 -3.55 -3.40  -0.80
O: -1.54 -4.15 -4.65  -0.42
C: -1.50 -3.25 -5.77  0.77
F: -2.00 -2.05 -5.39  -0.26
F: -2.39 -3.76 -6.67  -0.30
C: -0.11 -3.16 -6.40  0.18
F: 0.81 -2.70 -5.51  -0.19
F: -0.11 -2.28 -7.44  -0.25
H: -1.49 -0.89 -2.43  -0.37
H: -2.25 -4.39 -2.79  0.45
H: -2.75 -2.88 -3.49  0.37
H: 0.22 -4.13 -6.77  0.24
F: -4.87 -4.16 2.10  -0.21
C: -5.15 -3.52 0.94  0.02
F: -3.95 -3.12 0.43  -0.20
C: -6.07 -2.32 1.15  1.00
F: -5.48 -1.38 1.93  -0.26
F: -6.26 -1.72 -0.07  -0.36
C: -7.45 -2.66 1.71  -0.78
O: -7.62 -2.48 3.12  -0.41
C: -7.21 -3.58 3.94  0.75
F: -6.93 -4.64 3.14  -0.27
F: -8.30 -3.93 4.66  -0.29
C: -6.06 -3.22 4.88  0.15
F: -4.95 -2.82 4.20  -0.16
F: -5.68 -4.29 5.63  -0.26
H: -5.58 -4.24 0.24  0.26
H: -8.16 -1.95 1.27  0.40
H: -7.81 -3.64 1.38  0.37
H: -6.34 -2.41 5.56  0.24

Calculated values
Gap between HOMO and LUMO   8.28 eV
Highest occupied orbital energy   -0.3195 hartree
Lowest unoccupied orbital energy   -0.4 eV
Net charge   0
Multiplicity   1
Structure (SMILES)   CCCCCCCCCCC[Si@@H](PP(=O)(O)O)P(O)Br.FC(F)C(F)(F)COC(F)(F)C(F)F.FC(F)C(F)(F)COC(F)(F)C(F)F.FC(F)C(F)(F)COC(F)(F)C(F)F

No. 3
Density functional theory data (ωB97M-V/def2-TZVPD) for one molecule with the formula C3H7O2PS2 at a distorted geometry.

Last column: Mulliken charge in e.
Atoms and positions in Å:
C: -0.76 0.00 -0.01  -0.42
C: 0.23 -0.62 0.64  -0.08
C: -2.96 0.67 -0.41  -0.68
O: 2.43 -1.95 0.22  -0.51
O: -2.03 -0.04 0.38  -0.34
P: 1.89 -0.45 0.01  0.56
S: 2.13 0.25 -1.79  -0.39
S: 2.98 0.60 1.52  -0.28
H: -0.53 0.57 -0.92  0.33
H: 0.08 -1.19 1.54  0.40
H: -3.95 0.42 -0.02  0.25
H: -2.90 0.37 -1.46  0.33
H: -2.80 1.75 -0.33  0.32
H: 3.27 -2.12 -0.21  0.33
H: 2.92 1.75 0.86  0.17

Calculated values
Gap between HOMO and LUMO (alpha / beta)   5.90 / 6.50 eV
Highest occupied orbital energy (alpha / beta)   -0.1929 / -0.3313 hartree
Lowest unoccupied orbital energy (alpha / beta)   0.7 / -2.5 eV
Net charge   0
Multiplicity   3
Energy relative to the best compared isomer or geometry (same formula, charge and spin)   0.4818 eV

No. 4
Density functional theory data (ωB97M-V/def2-TZVPD) for one molecule with the formula C10H8ClN3O at a distorted geometry.

Last column: Mulliken charge in e.
Atoms and positions in Å:
O: -0.16 -4.30 -2.16  -0.67
C: -0.16 -3.10 -1.94  0.27
N: 0.79 -2.20 -2.05  -0.17
C: 0.51 -1.13 -1.18  -0.19
C: -0.74 -1.49 -0.58  0.18
N: -1.17 -2.56 -1.27  -0.13
N: -1.19 -0.66 0.46  -0.08
C: -0.65 0.56 0.72  0.82
C: -1.25 1.32 1.75  -1.16
C: -0.54 2.44 2.20  -0.37
C: 0.52 2.97 1.50  -0.30
Cl: 1.04 4.60 1.87  -0.21
C: 0.94 2.24 0.45  -0.58
C: 0.46 0.99 0.09  0.21
C: 1.27 0.05 -0.81  -0.26
H: 1.71 -2.46 -2.31  0.23
H: -1.90 -3.12 -0.88  0.25
H: -1.89 -1.02 1.12  0.24
H: -2.15 1.14 2.25  0.44
H: -0.87 2.89 3.07  0.49
H: 1.84 2.51 -0.07  0.39
H: 1.34 0.67 -1.74  0.30
H: 2.26 -0.30 -0.51  0.32

Calculated values
Gap between HOMO and LUMO   7.57 eV
Highest occupied orbital energy   -0.2591 hartree
Lowest unoccupied orbital energy   0.5 eV
Net charge   0
Multiplicity   1
Structure (SMILES)   O=c1[nH]c2c([nH]1)Nc1ccc(Cl)cc1C2
Energy relative to the best compared isomer or geometry (same formula, charge and spin)   1.5032 eV

No. 5
Density functional theory data (ωB97M-V/def2-TZVPD) for a 2-piece molecular cluster, C4H7NO2 overall.

Last column: Mulliken charge in e.
Atoms and positions in Å:
C: 1.50 0.59 0.33  -1.18
C: 0.48 0.60 -0.78  0.14
C: -0.11 -0.65 -1.30  -0.40
N: -0.88 0.22 -0.41  -0.40
H: 1.33 -0.27 0.99  0.25
H: 1.43 1.50 0.94  0.26
H: 2.51 0.52 -0.08  0.34
H: 0.58 1.41 -1.49  0.36
H: 0.17 -1.61 -0.86  0.19
H: -0.39 -0.70 -2.35  0.26
H: -1.57 0.75 -0.93  0.21
O: -2.71 -0.23 1.87  -0.42
C: -1.68 -0.77 1.95  0.81
O: -0.67 -1.35 2.11  -0.42

Calculated values
Gap between HOMO and LUMO   10.73 eV
Highest occupied orbital energy   -0.3616 hartree
Lowest unoccupied orbital energy   0.9 eV
Net charge   0
Multiplicity   1
Structure (SMILES)   C[C@H]1CN1.O=C=O
Energy relative to the best compared isomer or geometry (same formula, charge and spin)   0.8761 eV

No. 6
Density functional theory data (ωB97M-V/def2-TZVPD) for a 9-piece molecular cluster, C53H119N5O9 overall at a distorted geometry.

Last column: Mulliken charge in e.
Atoms and positions in Å:
C: -1.62 -2.74 -2.13  -2.09
C: -1.56 -1.67 -1.01  2.56
C: -3.03 -1.26 -0.67  -1.53
C: -0.87 -2.37 0.13  -1.36
C: -0.36 -1.44 1.27  -0.63
C: 0.41 -0.26 0.69  -1.08
C: -0.21 0.48 -0.53  3.09
C: -1.24 1.47 0.10  -2.02
C: 0.91 1.33 -1.14  -1.88
N: -0.75 -0.52 -1.44  1.35
O: -1.41 0.12 -2.54  -0.53
H: -1.79 -2.30 -3.11  0.37
H: -0.81 -3.46 -2.23  0.11
H: -2.49 -3.37 -1.90  0.05
H: -3.63 -0.79 -1.44  0.34
H: -3.47 -2.19 -0.33  0.47
H: -3.00 -0.56 0.17  0.15
H: -1.52 -3.08 0.64  0.80
H: 0.08 -2.78 -0.21  -0.24
H: -1.19 -1.09 1.88  -0.15
H: 0.25 -2.00 1.98  0.55
H: 1.42 -0.58 0.43  -0.55
H: 0.47 0.50 1.47  0.69
H: -1.82 2.02 -0.65  0.25
H: -0.73 2.24 0.68  0.41
H: -1.93 0.91 0.73  0.01
H: 0.46 2.07 -1.82  0.37
H: 1.48 0.77 -1.87  0.15
H: 1.53 1.89 -0.44  0.02
H: -2.01 0.73 -2.09  0.36
C: 1.94 5.07 0.61  -2.01
C: 2.04 6.44 -0.11  2.20
C: 0.98 6.47 -1.20  -1.91
C: 1.68 7.67 0.77  -1.32
C: 2.79 8.00 1.75  -0.69
C: 4.12 8.28 1.03  -1.25
C: 4.53 7.08 0.11  1.85
C: 5.65 7.57 -0.76  -2.05
C: 5.02 5.97 1.02  -1.73
N: 3.35 6.73 -0.68  0.14
O: 3.71 5.75 -1.66  -0.45
H: 2.71 4.39 0.25  0.42
H: 2.05 5.11 1.70  0.30
H: 0.96 4.61 0.48  0.53
H: 1.00 7.40 -1.77  0.51
H: 1.13 5.71 -1.97  0.46
H: -0.02 6.49 -0.77  0.06
H: 1.48 8.58 0.19  0.41
H: 0.74 7.44 1.29  0.48
H: 2.54 8.81 2.45  0.43
H: 2.94 7.19 2.47  0.27
H: 4.84 8.33 1.85  0.45
H: 4.11 9.26 0.55  0.33
H: 6.41 8.13 -0.22  0.38
H: 5.23 8.27 -1.49  0.50
H: 6.12 6.78 -1.35  0.34
H: 4.19 5.50 1.56  0.25
H: 5.81 6.21 1.73  0.50
H: 5.47 5.15 0.44  0.30
H: 3.61 6.24 -2.48  0.35
C: -6.60 4.07 5.09  -1.98
C: -5.55 3.61 4.02  1.48
C: -6.16 3.72 2.62  -1.49
C: -4.31 4.49 4.16  -1.56
C: -3.13 3.99 3.32  0.45
C: -2.82 2.57 3.84  -1.14
C: -4.01 1.60 3.90  1.43
C: -4.11 0.89 2.52  -1.13
C: -3.62 0.52 4.93  -1.83
N: -5.26 2.22 4.33  0.52
O: -6.36 1.36 4.29  -0.48
H: -6.85 5.12 5.03  0.38
H: -7.53 3.51 5.04  0.37
H: -6.22 3.76 6.07  0.47
H: -7.03 3.07 2.52  0.36
H: -6.36 4.78 2.43  0.40
H: -5.39 3.38 1.94  0.19
H: -4.61 5.53 3.96  0.56
H: -3.97 4.50 5.20  0.33
H: -3.41 3.93 2.27  -0.72
H: -2.34 4.73 3.45  0.57
H: -2.48 2.75 4.86  0.52
H: -2.01 2.15 3.24  0.14
H: -3.24 0.27 2.31  -0.15
H: -4.35 1.59 1.72  0.46
H: -5.00 0.24 2.54  0.37
H: -4.37 -0.19 5.27  0.38
H: -3.40 1.11 5.83  0.51
H: -2.79 -0.09 4.58  0.24
H: -6.41 0.99 5.19  0.37
C: -0.76 -6.12 -3.91  -1.52
C: -0.31 -7.53 -3.51  1.86
C: 0.93 -7.93 -4.33  -1.96
C: 0.15 -7.56 -2.04  -0.72
C: -0.91 -7.70 -0.95  -0.64
C: -1.78 -8.89 -1.28  -1.11
C: -2.40 -8.77 -2.68  1.71
C: -3.11 -10.06 -3.06  -2.05
C: -3.51 -7.70 -2.54  -1.68
N: -1.37 -8.51 -3.67  0.40
O: -1.74 -8.62 -5.03  -0.48
H: -0.65 -6.01 -5.00  0.43
H: -1.82 -5.88 -3.89  0.23
H: -0.13 -5.39 -3.40  0.28
H: 0.90 -7.42 -5.30  0.37
H: 1.88 -7.52 -3.98  0.39
H: 1.05 -9.01 -4.45  0.42
H: 0.91 -8.34 -1.88  0.44
H: 0.72 -6.68 -1.76  -0.15
H: -0.48 -7.86 0.04  0.46
H: -1.43 -6.75 -0.79  0.12
H: -2.49 -9.08 -0.47  0.44
H: -1.13 -9.77 -1.37  0.35
H: -3.83 -10.47 -2.35  0.38
H: -2.34 -10.84 -3.20  0.46
H: -3.53 -10.04 -4.07  0.40
H: -4.29 -8.06 -1.87  0.46
H: -4.10 -7.44 -3.43  0.38
H: -3.11 -6.70 -2.34  -0.02
H: -1.28 -9.43 -5.29  0.35
C: 4.35 0.05 0.27  -1.02
C: 5.58 0.26 1.15  2.15
C: 6.87 0.01 0.34  -1.93
C: 5.64 1.77 1.51  -1.71
C: 4.70 2.12 2.69  0.03
C: 5.03 1.21 3.84  -1.55
C: 4.82 -0.28 3.55  1.76
C: 5.20 -1.09 4.80  -1.86
C: 3.31 -0.56 3.35  -1.54
N: 5.66 -0.53 2.38  0.19
O: 6.01 -1.90 2.21  -0.52
H: 4.37 -0.97 -0.13  -0.06
H: 3.43 0.20 0.83  -0.19
H: 4.41 0.69 -0.61  0.56
H: 7.11 0.85 -0.31  0.40
H: 7.72 -0.21 0.97  0.47
H: 6.72 -0.88 -0.29  0.33
H: 6.66 2.06 1.75  0.45
H: 5.26 2.42 0.72  0.40
H: 4.97 3.13 3.01  0.26
H: 3.66 2.02 2.36  0.00
H: 4.41 1.44 4.72  0.47
H: 6.04 1.49 4.13  0.41
H: 4.39 -1.14 5.53  0.38
H: 6.01 -0.71 5.44  0.39
H: 5.54 -2.11 4.58  0.38
H: 2.73 0.20 2.83  0.00
H: 2.81 -0.53 4.32  0.65
H: 3.10 -1.55 2.94  0.27
H: 5.22 -2.31 1.82  0.37
C: 1.66 -0.69 -6.10  -1.40
C: 0.91 -0.54 -4.80  0.27
O: 1.74 -0.94 -3.69  -0.56
H: 2.56 -0.07 -6.10  0.32
H: 0.92 -0.39 -6.85  0.38
H: 2.03 -1.70 -6.25  0.32
H: 0.00 -1.15 -4.78  0.11
H: 0.65 0.51 -4.64  0.22
H: 1.22 -0.69 -2.92  0.11
C: -3.22 4.82 -1.82  -1.05
C: -3.29 5.71 -0.59  0.75
O: -4.56 6.36 -0.69  -0.57
H: -3.79 3.89 -1.78  0.32
H: -2.18 4.50 -1.90  0.19
H: -3.51 5.37 -2.71  0.39
H: -2.41 6.37 -0.54  0.16
H: -3.20 5.18 0.36  -0.46
H: -4.75 6.82 0.14  0.31
C: 3.12 -3.91 0.32  -0.10
C: 3.03 -4.28 -1.17  0.09
O: 4.29 -4.19 -1.83  -0.62
H: 3.62 -4.67 0.92  0.52
H: 2.14 -3.74 0.76  0.20
H: 3.67 -2.97 0.33  -0.50
H: 2.41 -3.50 -1.61  0.00
H: 2.66 -5.29 -1.32  0.16
H: 4.34 -3.38 -2.35  0.36
C: -5.46 -3.95 -4.11  -1.08
C: -5.53 -4.09 -2.62  0.19
O: -6.59 -5.01 -2.32  -0.59
H: -6.41 -3.92 -4.63  0.37
H: -4.85 -4.78 -4.47  0.19
H: -4.86 -3.09 -4.44  0.32
H: -5.68 -3.11 -2.13  0.31
H: -4.66 -4.44 -2.06  0.01
H: -6.78 -4.97 -1.38  0.30

Calculated values
Gap between HOMO and LUMO   8.36 eV
Highest occupied orbital energy   -0.2981 hartree
Lowest unoccupied orbital energy   0.2 eV
Net charge   0
Multiplicity   1
Structure (SMILES)   CC1(C)CCCC(C)(C)N1O.CC1(C)CCCC(C)(C)N1O.CC1(C)CCCC(C)(C)N1O.CC1(C)CCCC(C)(C)N1O.CC1(C)CCCC(C)(C)N1O.CCO.CCO.CCO.CCO
Energy relative to the best compared isomer or geometry (same formula, charge and spin)   1.9811 eV

No. 7
Density functional theory data (ωB97M-V/def2-TZVPD) for a 2-piece molecular cluster, C3H11N3 overall at a distorted geometry.

Last column: Mulliken charge in e.
Atoms and positions in Å:
H: -1.89 -3.03 2.75  0.26
N: -1.07 -2.45 2.67  -0.65
C: -0.50 -2.41 1.54  0.09
N: 0.75 -1.83 1.29  -0.48
H: -1.00 -3.06 0.83  0.33
H: 0.74 -1.11 0.60  0.20
H: 1.34 -1.73 2.11  0.24
C: 0.82 1.70 -2.15  -1.08
C: 0.37 1.73 -0.64  -0.12
N: -1.04 1.31 -0.57  -0.49
H: 1.91 1.59 -2.10  0.30
H: 0.50 0.79 -2.63  0.35
H: 0.63 2.62 -2.67  0.30
H: 1.15 1.19 -0.03  0.15
H: 0.42 2.66 -0.09  0.27
H: -1.67 0.95 -1.26  0.17
H: -1.44 1.08 0.33  0.16

Calculated values
Gap between HOMO and LUMO   9.75 eV
Highest occupied orbital energy   -0.3214 hartree
Lowest unoccupied orbital energy   1.0 eV
Net charge   0
Multiplicity   1
Structure (SMILES)   [H]/N=C/N.CCN
Energy relative to the best compared isomer or geometry (same formula, charge and spin)   1.8307 eV